[1]
55
Properties=species:S:1:pos:R:3:mulliken_charge:R:1 method="wB97M-V/def2-TZVPD" homo_ev="-7.38 / -7.00"
O 0.33 -1.34 -3.55 -0.68
H -0.33 -1.65 -4.22 0.10
Sr 0.14 0.03 -1.49 1.50
N 1.72 -1.97 -0.95 -0.08
N -0.71 -2.22 -0.29 0.62
N 0.16 2.58 -0.96 0.30
N -1.75 1.48 0.41 0.50
O 2.58 -1.38 -1.67 -0.48
O 1.31 3.17 -1.52 -0.48
O -2.69 0.95 1.30 -0.55
O -1.92 -2.28 0.11 -0.77
C -0.19 -3.30 -0.97 0.35
C 1.10 -3.08 -1.48 0.49
C -0.45 3.38 -0.10 0.03
C -1.55 2.77 0.67 0.25
C 1.74 -3.87 -2.56 -1.42
H 1.56 -3.36 -3.52 0.20
H 1.32 -4.87 -2.65 0.45
H 2.82 -3.93 -2.37 0.31
C -1.03 -4.48 -1.23 -1.35
H -1.97 -4.20 -1.74 0.28
H -1.29 -4.93 -0.27 0.30
H -0.53 -5.24 -1.84 0.40
C -0.02 4.78 0.21 -1.46
C -2.32 3.59 1.66 -1.55
H 0.64 5.17 -0.57 0.41
H 0.53 4.84 1.17 0.31
H -0.89 5.43 0.29 0.38
H -2.98 2.96 2.28 0.43
H -2.94 4.33 1.13 0.37
H -1.65 4.17 2.33 0.31
H 1.47 2.64 -2.33 0.35
H -2.70 0.00 1.07 0.33
C -2.15 0.42 -2.56 -1.04
H -1.95 0.10 -3.61 0.35
H -2.37 1.49 -2.50 0.36
H -2.91 -0.21 -2.08 0.39
O 1.14 0.93 -3.56 -0.79
H 0.77 -0.18 -3.75 0.35
H 0.78 1.47 -4.29 0.22
C 2.29 -1.70 3.23 -1.36
C 1.07 -1.41 2.38 0.07
O 1.07 -0.11 1.77 -0.18
C 1.17 0.97 2.71 -0.33
C 0.04 1.04 3.71 -1.11
H 3.21 -1.56 2.67 0.31
H 2.26 -2.73 3.60 0.41
H 2.32 -1.05 4.11 0.32
H 1.02 -2.12 1.55 -0.01
H 0.15 -1.52 2.97 0.31
H 2.13 0.90 3.25 0.43
H 1.19 1.87 2.08 0.18
H 0.08 0.22 4.44 0.35
H 0.12 1.97 4.29 0.41
H -0.94 1.03 3.22 0.20

---

[2]
52
Properties=species:S:1:pos:R:3:mulliken_charge:R:1 method="wB97M-V/def2-TZVPD" homo_ev=-9.25
C -2.15 1.47 2.30 -1.51
C -1.88 1.12 0.84 0.38
N -2.96 0.33 0.27 0.32
C -4.10 1.04 -0.29 -0.63
C -3.80 1.69 -1.64 -1.03
S -2.53 -1.09 -0.46 0.67
O -3.66 -1.56 -1.20 -0.69
O -1.30 -0.97 -1.20 -0.59
C -2.23 -2.23 0.91 -0.42
C -1.21 -3.22 0.40 -1.23
P 0.41 -2.34 0.23 1.11
O 0.46 -1.05 0.93 -0.66
O 1.28 -3.46 0.99 -0.70
C 1.01 -2.41 -1.52 -1.07
C 1.55 -1.06 -1.90 -0.32
S 2.98 -0.68 -0.84 1.19
O 4.09 -0.47 -1.73 -0.74
O 3.14 -1.73 0.13 -0.75
N 2.59 0.73 -0.08 0.38
C 2.62 1.92 -0.89 -0.96
C 1.26 2.60 -0.94 -0.91
C 2.85 0.83 1.34 -0.64
C 4.33 0.93 1.67 -1.17
H -3.04 2.09 2.39 0.38
H -1.30 2.00 2.71 0.40
H -2.31 0.56 2.88 0.28
H -0.97 0.51 0.77 -0.15
H -1.72 2.03 0.26 0.24
H -4.42 1.79 0.44 0.34
H -4.89 0.30 -0.41 0.41
H -3.02 2.44 -1.55 0.27
H -3.48 0.92 -2.34 0.31
H -4.70 2.17 -2.02 0.40
H -3.19 -2.67 1.15 0.50
H -1.83 -1.65 1.74 0.27
H -1.54 -3.63 -0.56 0.40
H -1.06 -4.03 1.10 0.45
H 2.18 -3.12 1.07 0.47
H 0.17 -2.68 -2.17 0.58
H 1.78 -3.18 -1.59 0.44
H 0.79 -0.31 -1.72 0.02
H 1.91 -1.02 -2.93 0.51
H 3.37 2.62 -0.51 0.36
H 2.93 1.61 -1.89 0.55
H 0.96 2.93 0.05 0.24
H 0.50 1.92 -1.32 0.14
H 1.31 3.47 -1.60 0.49
H 2.42 -0.06 1.80 0.27
H 2.30 1.70 1.72 0.39
H 4.77 1.82 1.22 0.30
H 4.48 0.98 2.74 0.42
H 4.85 0.06 1.27 0.30

---

[3]
20
Properties=species:S:1:pos:R:3:mulliken_charge:R:1 method="wB97M-V/def2-TZVPD" homo_ev=-12.85 total_charge=+1
B -1.74 0.87 0.53 0.47
C 2.64 -0.54 -0.50 -0.54
C 2.89 0.83 -0.25 -0.34
C 1.44 -1.16 -0.31 -0.54
C 1.81 1.55 0.14 -0.57
C 0.34 -0.41 0.11 0.15
C 0.53 1.02 0.33 0.63
C -1.03 -0.65 0.36 0.48
N -1.93 -1.68 0.13 -0.51
O -0.54 1.72 0.40 -0.70
O -2.55 0.60 -0.78 -0.30
H 3.45 -1.25 -0.67 0.34
H 3.87 1.33 -0.23 0.41
H 1.29 -2.25 -0.27 0.37
H 2.03 2.58 0.41 0.38
H -2.36 1.23 1.39 -0.06
H -2.39 -2.10 0.89 0.25
H -1.49 -2.33 -0.57 0.25
H -2.80 -0.24 -0.59 0.36
H -3.46 0.87 -0.52 0.47

---

[4]
113
Properties=species:S:1:pos:R:3:mulliken_charge:R:1 method="wB97M-V/def2-TZVPD" homo_ev=-8.33
C 2.24 -2.75 0.67 1.02
C 0.84 -3.04 1.28 -1.31
C 0.73 -2.12 2.49 -0.28
S 2.40 -2.15 3.29 0.88
O 2.34 -2.95 4.45 -0.80
O 2.89 -0.77 3.39 -0.47
C 3.19 -2.94 1.88 -1.29
H 2.31 -1.74 0.26 -1.19
H 2.35 -3.51 -0.10 0.73
H 0.89 -4.04 1.71 0.56
H 0.02 -3.06 0.56 0.21
H -0.04 -2.43 3.20 1.41
H 0.58 -1.06 2.27 -1.63
H 3.21 -4.02 2.01 0.45
H 4.20 -2.53 1.78 0.54
C -1.85 -0.21 2.21 0.63
C -2.97 0.02 3.24 -0.76
C -4.26 -0.22 2.51 -1.01
S -3.92 -1.45 1.17 0.92
O -4.15 -0.73 -0.10 -0.58
O -4.57 -2.75 1.47 -0.80
C -2.06 -1.54 1.52 -0.87
H -0.91 -0.25 2.75 -0.24
H -1.86 0.52 1.39 -1.14
H -2.87 1.00 3.72 0.51
H -2.80 -0.76 3.98 0.42
H -4.51 0.68 1.95 0.35
H -5.16 -0.48 3.06 0.58
H -1.45 -1.84 0.68 0.33
H -1.99 -2.22 2.37 0.58
C -1.66 -1.94 -2.94 -1.22
C -2.41 -1.25 -1.80 0.86
C -3.64 -2.08 -1.46 -1.73
S -3.91 -3.36 -2.87 1.29
O -5.24 -3.18 -3.46 -0.72
O -3.40 -4.71 -2.51 -0.75
C -2.65 -2.47 -3.96 -1.67
H -1.04 -2.72 -2.51 0.39
H -0.82 -1.32 -3.28 0.72
H -2.75 -0.33 -2.27 0.34
H -1.82 -1.01 -0.92 0.15
H -4.60 -1.55 -1.43 0.58
H -3.52 -2.66 -0.55 0.57
H -3.08 -1.66 -4.54 0.55
H -2.26 -3.20 -4.67 0.59
O -0.28 0.11 -2.87 -1.15
C 0.00 0.00 -1.66 -0.49
O -1.01 0.20 -0.70 0.18
C -0.46 0.07 0.62 1.26
C 1.05 0.13 0.45 0.40
C 1.31 -0.30 -1.02 -0.80
H -0.69 -0.82 1.21 -0.84
H -0.74 0.91 1.24 -0.08
H 1.51 -0.48 1.23 1.80
H 1.49 1.11 0.60 -0.21
H 1.47 -1.37 -1.11 1.94
H 2.10 0.16 -1.62 -1.99
O -1.70 3.22 -3.38 -0.66
C -2.22 2.68 -2.39 0.36
O -2.96 1.51 -2.48 -0.29
C -3.23 1.03 -1.20 -0.33
C -3.02 2.14 -0.19 -0.13
C -2.13 3.10 -0.96 -0.04
H -2.51 0.22 -1.09 0.40
H -4.21 0.57 -1.10 1.19
H -2.67 1.77 0.77 -0.14
H -3.94 2.69 -0.01 0.37
H -1.12 2.84 -0.65 -0.49
H -2.41 4.14 -0.79 0.69
O 2.62 3.81 4.44 -0.65
C 3.19 3.12 3.62 0.61
O 2.87 3.22 2.31 -0.42
C 3.36 2.09 1.58 0.19
C 3.99 1.22 2.58 -0.05
C 4.28 2.08 3.82 -0.70
H 4.06 2.36 0.78 1.11
H 2.61 1.60 0.96 -1.69
H 4.88 0.74 2.17 0.86
H 3.30 0.42 2.83 -0.33
H 5.20 2.67 3.80 0.38
H 4.15 1.64 4.81 0.25
Cl -0.80 1.48 3.02 -0.68
C 0.89 1.14 3.36 1.06
C 1.06 0.31 4.68 -0.72
Cl 0.51 -1.34 4.43 -0.39
H 1.33 2.14 3.34 0.66
H 1.29 0.60 2.51 -0.56
H 0.49 0.80 5.46 0.65
H 2.12 0.25 4.91 0.36
Cl -1.47 -1.10 -5.67 -0.22
C -1.68 0.42 -4.75 -0.23
C -0.28 1.07 -4.65 0.96
Cl 0.36 1.40 -6.29 -0.25
H -2.15 0.05 -3.84 -0.08
H -2.45 0.98 -5.28 0.65
H 0.47 0.45 -4.16 -0.05
H -0.23 1.92 -3.98 -0.55
Cl 2.32 3.66 -3.58 -0.14
C 1.02 3.90 -2.40 -0.47
C 0.73 2.61 -1.58 1.49
Cl 2.27 2.18 -0.72 0.02
H 0.10 4.08 -2.96 0.31
H 1.20 4.77 -1.77 0.53
H 0.47 1.76 -2.21 -1.48
H -0.08 2.79 -0.87 0.25
Cl 3.10 0.97 -2.99 -0.06
C 3.85 -0.66 -2.55 -0.03
C 4.89 -0.65 -1.42 -0.89
Cl 4.18 -0.08 0.13 0.22
H 4.26 -1.12 -3.45 0.54
H 2.99 -1.23 -2.19 0.06
H 5.59 0.14 -1.71 0.42
H 5.48 -1.56 -1.36 0.43

---

[5]
18
Properties=species:S:1:pos:R:3:mulliken_charge:R:1 method="wB97M-V/def2-TZVPD" homo_ev=-9.84
N -2.77 -1.67 0.82 -0.46
C -2.17 -0.76 0.45 -0.04
C -1.41 0.41 0.00 0.96
N -1.76 0.67 -1.39 -0.63
O -1.75 1.53 0.77 -0.54
C 0.07 0.11 0.19 0.11
C 0.60 -1.13 -0.16 -0.39
C 1.96 -1.34 -0.03 -0.44
C 2.74 -0.30 0.43 -0.29
N 2.25 0.88 0.77 -0.59
C 0.95 1.08 0.65 -0.17
H -1.19 1.43 -1.75 0.25
H -1.62 -0.15 -1.97 0.27
H -2.65 1.79 0.54 0.38
H -0.05 -1.92 -0.52 0.41
H 2.40 -2.29 -0.29 0.39
H 3.81 -0.41 0.55 0.36
H 0.59 2.06 0.94 0.44